Record 1
Entry from the OMol25 dataset: a cluster of 5 separate species, C34H81Br3N2O3P3S2 in total at a distorted geometry (wB97M-V/def2-TZVPD).

electronic energy = -305363.318 eV

ORCA input file:
```
! RIJCOSX wB97M-V def2-TZVPD def2/J DEFGRID3
* xyz -1 1
Br -0.212 -0.193 1.127
Br -2.502 6.953 1.548
Br 2.117 1.630 2.916
S -5.557 2.828 3.113
S 0.995 5.139 4.461
P -0.456 4.941 0.172
P -1.320 4.972 2.319
P -3.763 2.059 3.085
O -0.570 3.451 2.714
O -2.673 4.021 1.582
O 0.091 6.481 -0.125
N 1.040 4.084 0.323
N -2.112 6.294 4.712
C 2.390 -2.994 1.616
C 0.206 5.915 3.036
C 0.052 1.771 4.906
C -3.555 2.076 -2.253
C -2.292 -7.806 1.987
C -0.697 1.033 2.589
C 3.607 -2.196 -1.126
C -1.792 -4.348 0.653
C 3.508 5.520 5.391
C -2.585 2.672 1.789
C 5.717 -2.884 -5.581
C -0.917 -5.031 1.699
C -1.328 -7.433 0.863
C -6.909 5.220 -3.567
C 3.839 -2.561 1.411
C 0.417 1.019 3.623
C 4.011 -1.610 0.227
C -6.688 3.712 -3.489
C 2.351 6.289 4.760
C -1.076 2.395 1.982
C -2.341 5.119 3.895
C 5.849 -3.296 -1.657
C 3.684 -4.409 -5.827
C -3.230 6.517 5.614
C 4.240 -5.025 -8.265
C 4.231 -2.985 -5.917
C -6.468 3.203 -2.065
C 2.808 -4.920 -8.781
C 4.341 -3.476 -1.518
C -3.914 3.551 -2.086
C -5.238 3.779 -1.361
C -0.310 -6.350 1.225
C -1.598 -8.376 3.221
C 4.330 -5.407 -6.789
H 4.131 -4.267 -0.792
H -1.226 -4.150 -0.260
H 6.324 -4.225 -1.978
H 3.667 -2.355 -5.225
H 0.987 5.975 2.275
H 0.315 -6.155 0.347
H -2.160 -3.392 1.027
H 4.190 -2.052 2.311
H -1.496 -5.190 2.613
H -0.784 -8.331 0.551
H -0.102 -4.357 1.971
H 4.761 -4.080 -8.440
H 4.775 -5.778 -8.851
H 0.374 1.196 5.771
H -6.402 2.111 -2.086
H 4.275 6.192 5.770
H -1.018 -9.265 2.965
H -6.042 5.772 -3.205
H -1.906 -7.114 -0.008
H 2.290 -3.629 2.498
H 4.477 -3.443 1.290
H 0.368 -6.727 1.996
H -7.096 5.536 -4.595
H -7.353 3.438 -1.464
H 2.658 6.745 3.820
H -2.887 -6.935 2.273
H 4.051 -2.575 -6.915
H 2.248 -4.140 -8.263
H 2.029 7.086 5.432
H -3.507 1.575 -1.283
H 3.855 -6.383 -6.646
H 3.931 4.824 4.669
H -3.127 2.171 4.327
H 3.937 -3.828 -2.473
H 2.604 -4.385 -5.995
H 0.606 -0.024 3.859
H 2.010 -3.557 0.761
H -2.661 -4.954 0.389
H -7.559 3.201 -3.912
H -3.002 -8.544 1.605
H 5.382 -5.544 -6.522
H -5.370 4.852 -1.201
H 6.077 -2.528 -2.399
H 1.759 -2.114 1.746
H 3.779 -1.438 -1.898
H -3.129 4.042 -1.510
H 3.819 -4.776 -4.805
H -2.325 -8.660 3.983
H 0.532 2.743 4.931
H 1.862 4.662 0.469
H -2.103 4.230 4.492
H 2.530 -2.388 -1.133
H 2.792 -4.681 -9.845
H -3.925 4.036 -3.068
H -0.919 -7.651 3.672
H 3.411 -0.713 0.410
H -5.839 3.436 -4.119
H 6.313 -3.000 -0.715
H -3.317 5.672 6.295
H -4.187 6.612 5.084
H -4.285 1.543 -2.868
H -7.770 5.517 -2.964
H -3.762 0.671 2.878
H 5.051 -1.274 0.188
H 6.053 -1.847 -5.618
H -1.549 0.521 3.027
H -2.580 1.964 -2.731
H -5.174 3.343 -0.359
H -1.022 1.918 4.964
H 3.133 4.915 6.217
H -3.388 5.042 3.588
H 5.907 -3.265 -4.577
H -0.066 6.936 3.289
H 2.275 -5.863 -8.643
H 1.181 3.600 -0.555
H 1.002 6.571 0.154
H 6.332 -3.453 -6.281
H -2.923 2.117 0.900
H -2.039 7.101 4.106
H -0.710 2.392 0.953
H -3.063 7.429 6.184
*
```

---

Record 2
Entry from the OMol25 dataset: a structure of composition C31H37FeN9O4Te at a distorted geometry (wB97M-V/def2-TZVPD).

electronic energy = -96022.351 eV

ORCA input file:
```
! RIJCOSX wB97M-V def2-TZVPD def2/J DEFGRID3
* xyz -1 6
Te -0.824 1.192 -3.950
Fe -0.405 0.844 -1.339
O -1.682 2.145 -1.075
O 0.916 -0.490 -1.680
O -1.849 -0.234 -2.008
O 1.516 -3.684 6.131
N 1.064 2.226 -0.750
N -3.062 0.265 -1.633
N 1.297 -5.658 0.107
N -2.928 1.553 -1.200
N 2.092 4.363 -1.404
N -0.918 -1.373 0.345
N 1.660 3.903 0.939
N 3.407 2.682 -0.238
N 0.862 -6.177 1.220
C -0.237 -0.707 -4.671
C 0.700 2.876 0.547
C 1.914 -3.926 -1.385
C -0.599 0.028 0.449
C 2.288 -2.509 6.266
C 3.410 3.740 -1.252
C -1.180 -4.108 0.751
C 0.600 -6.074 3.581
C 1.144 -5.524 2.404
C -4.998 4.378 -0.119
C 1.137 3.323 -1.771
C 1.043 -4.426 -0.392
C 2.434 1.661 -0.621
C 1.886 -4.342 2.518
C 0.295 2.177 -5.510
C -3.877 3.614 -0.406
C 2.017 -3.693 3.744
C 1.443 -4.239 4.884
C 1.834 -2.630 -1.819
C -2.086 -1.882 0.859
C 2.986 3.284 1.031
C -2.221 -3.224 1.061
C -6.424 2.580 -0.786
C 0.909 -1.722 -1.256
C -6.281 3.877 -0.305
C 1.702 4.925 -0.109
C -4.029 2.307 -0.898
C -0.003 -2.230 -0.265
C 0.740 -5.444 4.793
C -0.053 -3.600 0.042
C -5.327 1.791 -1.083
H 3.712 4.046 1.316
H 0.049 -7.004 3.502
H -3.145 -3.592 1.485
H 2.962 2.511 1.801
H -2.845 -1.157 1.115
H 0.140 3.753 -1.876
H 0.715 5.380 -0.201
H -7.417 2.171 -0.935
H -1.377 0.542 1.009
H -7.149 4.484 -0.082
H 2.673 -4.595 -1.773
H 1.442 2.884 -2.719
H 2.710 1.215 -1.574
H 0.670 2.114 1.324
H 4.129 4.505 -0.956
H 2.506 -2.249 -2.578
H 0.310 -5.861 5.695
H -0.293 3.307 0.437
H 0.366 0.118 0.959
H 0.276 3.256 -5.352
H -1.255 -5.163 0.964
H 3.717 3.317 -2.210
H 0.840 -0.703 -4.830
H 2.360 -3.922 1.642
H -2.883 4.009 -0.264
H 2.417 0.872 0.131
H 1.332 1.836 -5.515
H -0.759 -0.927 -5.599
H 2.562 -2.761 3.784
H 1.837 -1.670 5.727
H -4.864 5.385 0.258
H 3.308 -2.656 5.904
H 2.423 5.694 0.175
H 2.314 -2.279 7.328
H -0.497 -1.431 -3.902
H -0.164 1.947 -6.470
H -5.435 0.786 -1.463
*
```

---

Record 3
Entry from the OMol25 dataset: a cluster of 2 separate species, C2H8OS in total at a distorted geometry (wB97M-V/def2-TZVPD).

SMILES string = CCS.O
electronic energy = -15086.197 eV

ORCA input file:
```
! RIJCOSX wB97M-V def2-TZVPD def2/J DEFGRID3
* xyz 0 1
S 2.546 1.483 0.253
O -3.140 -1.612 -2.182
C 0.829 1.146 0.514
C 0.487 -0.303 0.977
H 2.876 1.606 1.556
H 0.778 -0.437 2.033
H -3.264 -1.421 -3.139
H 1.054 -1.021 0.362
H 0.409 1.792 1.309
H -0.589 -0.526 0.878
H -2.281 -2.089 -2.133
H 0.296 1.380 -0.427
*
```

---

Record 4
Entry from the OMol25 dataset: a structure of composition C2H3O3S2 at a distorted geometry (wB97M-V/def2-TZVPD).

electronic energy = -29934.562 eV

ORCA input file:
```
! RIJCOSX wB97M-V def2-TZVPD def2/J DEFGRID3
* xyz -1 1
S -1.074 -0.150 0.002
S 2.585 -0.913 0.091
O -1.703 0.234 1.201
O -2.081 -0.533 -0.994
O 0.039 -1.353 0.322
C 0.145 0.816 -0.590
C 1.062 -0.517 0.594
H -0.051 1.920 -0.548
H 0.842 -0.011 1.559
H 0.236 0.507 -1.637
*
```

---

Record 5
Entry from the OMol25 dataset: the molecule ClH3SSi at a distorted geometry (wB97M-V/def2-TZVPD).

SMILES string = S[SiH2]Cl
electronic energy = -31285.012 eV

ORCA input file:
```
! RIJCOSX wB97M-V def2-TZVPD def2/J DEFGRID3
* xyz 0 1
Cl 2.404 -0.148 -0.124
S -1.172 -1.169 -0.202
Si 0.301 0.460 -0.263
H 0.219 1.242 -1.520
H 0.058 0.818 1.149
H -1.810 -1.204 0.959
*
```

---

Record 6
Entry from the OMol25 dataset: a structure of composition C11H10F9NOSr at a distorted geometry (wB97M-V/def2-TZVPD).

electronic energy = -40395.551 eV

ORCA input file:
```
! RIJCOSX wB97M-V def2-TZVPD def2/J DEFGRID3
* xyz -2 1
Sr -0.595 -0.818 -0.254
F 2.956 3.252 0.225
F 3.050 1.185 -0.527
F 2.723 0.236 1.879
F 0.984 0.826 3.056
F 1.589 2.571 -1.361
F 2.613 2.269 2.717
F -0.762 2.485 2.057
F 0.804 3.986 1.681
F -0.487 3.277 0.044
O 0.527 0.789 0.381
N 0.054 -0.406 -2.269
C 1.898 1.270 2.162
C -1.964 -2.780 0.321
C -2.374 -0.102 -1.502
C -0.999 -3.262 -0.643
C -1.309 0.002 -2.587
C 0.165 2.912 1.171
C 0.176 -2.510 1.235
C -1.240 -2.313 1.485
C 2.224 2.208 -0.226
C 0.321 -3.094 -0.082
C 1.164 1.736 0.848
H -1.223 -3.603 -1.649
H 0.986 -2.185 1.882
H -3.151 -0.814 -1.661
H -2.646 0.820 -1.009
H -1.619 -0.621 -3.439
H -3.034 -2.703 0.171
H -1.228 1.054 -2.918
H -1.670 -1.817 2.348
H 1.262 -3.292 -0.587
H 0.806 -0.557 -2.949
*
```

---

Record 7
Entry from the OMol25 dataset: a structure of composition C33H35F5N4P2V at a distorted geometry (wB97M-V/def2-TZVPD).

electronic energy = -98595.238 eV

ORCA input file:
```
! RIJCOSX wB97M-V def2-TZVPD def2/J DEFGRID3
* xyz 0 4
V 0.002 0.660 2.234
P 1.726 -0.156 1.035
P -1.232 -0.603 0.938
F -2.603 1.310 4.152
F -3.578 0.443 6.487
F 0.663 -2.133 4.283
F -2.534 -1.741 7.753
F -0.406 -3.017 6.574
N -2.644 -1.647 1.231
N -2.122 0.655 0.056
N 2.906 0.988 0.318
N 2.963 -1.410 1.588
C -2.523 -0.190 5.947
C -0.845 -0.303 4.122
C 1.846 1.056 3.442
C -0.372 -1.428 4.801
C 0.378 -0.156 -5.302
C 3.871 0.703 -0.647
C 4.126 -3.357 1.831
C 3.932 -1.224 2.568
C 4.666 -2.393 2.734
C -1.915 0.592 -4.416
C 1.088 1.982 -4.224
C -0.927 2.429 -5.810
C 1.116 -0.915 -0.539
C -0.299 -1.508 -0.356
C 0.514 2.799 -5.372
C -0.916 -1.916 5.998
C 1.029 0.645 -4.196
C 3.030 2.321 0.673
C -2.947 1.900 -1.630
C -3.804 -1.806 0.472
C -2.659 2.763 -0.529
C -2.003 -1.299 6.599
C -2.117 1.990 0.494
C -1.959 0.271 4.743
C -1.109 -0.495 -5.066
C -2.804 -2.391 2.398
C -1.797 1.887 -4.710
C -2.562 0.616 -1.252
C 3.072 -2.726 1.156
C 4.075 2.890 -0.045
C -4.040 -3.017 2.378
C 4.607 1.866 -0.892
C -4.685 -2.650 1.151
H 1.845 -1.673 -0.864
H -2.771 0.216 -3.852
H 2.419 -3.114 0.393
H 1.702 2.574 -3.540
H 4.464 -4.364 1.656
H 5.516 -2.539 3.398
H -2.015 -2.419 3.132
H -3.907 -1.302 -0.474
H -1.173 -1.423 -4.476
H 1.172 2.698 -6.253
H -2.827 3.828 -0.514
H -1.414 3.348 -6.174
H -5.652 -2.979 0.789
H 0.930 -1.103 -5.397
H 3.957 -0.281 -1.068
H 1.557 0.025 -3.466
H 1.009 1.608 3.933
H 5.422 1.967 -1.594
H 1.126 -0.099 -1.288
H 4.413 3.905 0.039
H 4.017 -0.271 3.071
H -0.889 1.750 -6.674
H -0.883 -1.474 -1.286
H 2.643 1.760 3.151
H -2.583 -0.314 -1.801
H 2.246 0.295 4.138
H -0.255 -2.549 0.010
H -1.843 2.246 1.520
H -2.420 2.657 -4.249
H 2.362 2.747 1.408
H -1.574 -0.717 -6.040
H 0.478 0.356 -6.267
H 0.520 3.868 -5.109
H -3.376 2.162 -2.581
H -4.424 -3.676 3.153
*
```

---

Record 8
Entry from the OMol25 dataset: a cluster of 2 separate species, C6H11O2Si in total at a distorted geometry (wB97M-V/def2-TZVPD).

electronic energy = -18372.615 eV

ORCA input file:
```
! RIJCOSX wB97M-V def2-TZVPD def2/J DEFGRID3
* xyz -1 1
Si -0.044 0.110 0.355
O 1.753 0.887 -2.755
O 1.757 -1.304 -3.072
C -0.296 -0.507 -1.336
C 1.277 -0.851 1.366
C 1.460 -0.228 -2.698
C -1.425 -0.316 1.760
C -1.470 -0.777 -1.934
C 0.340 1.992 0.514
H -0.985 -0.520 2.716
H 1.352 2.268 0.911
H 0.849 -1.719 1.769
H -1.543 -1.345 -2.921
H 1.581 -0.239 2.184
H -1.939 -1.227 1.376
H 1.970 -1.143 0.631
H 0.348 2.321 -0.488
H -2.128 0.492 1.943
H -2.409 -0.504 -1.487
H -0.447 2.611 1.166
*
```

---

Record 9
Entry from the OMol25 dataset: the molecule C5H10O2 (wB97M-V/def2-TZVPD).

SMILES string = OC[C@H]1CCOC1
electronic energy = -9441.408 eV

ORCA input file:
```
! RIJCOSX wB97M-V def2-TZVPD def2/J DEFGRID3
* xyz 0 1
O 2.391 0.108 0.993
O -2.051 -0.459 -0.395
C -0.338 1.093 0.174
C -1.857 0.903 0.006
C 1.590 -0.622 0.089
C 0.136 -0.350 0.377
C -0.775 -1.005 -0.660
H -0.067 1.786 0.974
H 1.793 -0.335 -0.956
H -0.095 -0.664 1.406
H -2.285 1.567 -0.755
H 1.768 -1.707 0.178
H -2.396 1.076 0.947
H -0.833 -2.092 -0.722
H 3.313 -0.055 0.765
H 0.101 1.470 -0.759
H -0.395 -0.715 -1.661
*
```

---

Record 10
Entry from the OMol25 dataset: a cluster of 2 separate species, C14H35FN4O9PS3 in total at a distorted geometry (wB97M-V/def2-TZVPD).

electronic energy = -83965.795 eV

ORCA input file:
```
! RIJCOSX wB97M-V def2-TZVPD def2/J DEFGRID3
* xyz 1 1
S -3.532 2.361 1.655
S -2.823 6.779 -1.518
S 1.356 1.894 -0.636
P 1.037 -3.942 0.645
F -5.105 3.045 1.621
O -4.039 5.829 -1.343
O 0.759 -3.774 -0.869
O 2.268 1.853 -1.924
O -3.492 0.861 2.034
O 1.333 0.497 0.059
O -2.012 7.146 -0.040
O -3.381 8.088 -2.182
O -2.448 1.416 -2.354
O -2.691 3.152 2.717
N -1.166 2.436 0.285
N 1.358 -4.135 2.385
N 0.706 -5.612 0.657
N 2.698 -3.560 0.473
C -1.002 1.349 -2.104
C -1.518 6.092 -2.716
C -0.529 -6.013 -0.020
C 2.146 3.151 0.551
C 1.688 -6.669 0.539
C -3.232 1.540 -1.116
C -2.638 2.603 -0.017
C -0.416 2.469 -1.061
C 2.374 -3.407 3.130
C 2.927 -2.207 -0.043
C -0.249 3.978 -1.678
C 0.246 -4.532 3.242
C 3.680 -4.454 -0.112
C -1.434 4.448 -2.707
H -4.298 1.967 -1.444
H 2.301 4.165 -0.014
H 2.264 -3.529 4.216
H -1.165 3.997 -3.778
H 2.154 -6.685 -0.451
H 3.385 -4.792 -1.110
H 3.183 2.760 0.946
H 3.868 -5.312 0.533
H -3.478 0.480 -0.626
H -1.019 1.505 0.778
H -1.871 6.403 -3.794
H -1.321 -5.276 0.158
H 2.795 -2.159 -1.131
H 1.237 -7.657 0.701
H -0.676 -4.693 2.676
H -2.834 3.734 -0.300
H -0.904 -6.967 0.368
H -0.494 6.578 -2.403
H 1.428 3.372 1.475
H 2.238 -1.496 0.420
H -2.672 7.162 0.728
H -0.760 3.166 0.917
H -0.385 -6.107 -1.102
H 0.763 4.008 -2.267
H 2.330 -2.332 2.920
H -0.383 1.439 -3.108
H 4.662 -3.969 -0.200
H -2.504 4.024 -2.437
H 2.451 -6.582 1.316
H 0.491 -5.468 3.754
H 3.375 -3.786 2.899
H 0.010 -3.773 3.998
H -0.258 4.723 -0.746
H -0.720 0.283 -1.645
H 3.940 -1.861 0.201
*
```